No. 1
Here is a 7-piece molecular cluster, H14O7 overall from the Open Molecules 2025 dataset. Energies are from ωB97M-V/def2-TZVPD.

As for the net charge: 0. The calculation puts the gap between HOMO and LUMO at 11.80 eV. The HOMO energy comes out at -11.2 eV. As for the SMILES: O.O.O.O.O.O.O.

Atoms and positions in Å:
O (2.25, -1.33, -0.33)
H (1.88, -0.78, -1.11)
H (3.24, -1.20, -0.39)
O (-1.42, -1.29, -2.92)
H (-1.45, -2.07, -2.33)
H (-1.78, -0.56, -2.39)
O (1.01, 0.01, -2.25)
H (0.47, 0.69, -1.78)
H (0.30, -0.59, -2.63)
O (-2.15, 1.32, 1.18)
H (-2.91, 0.83, 1.52)
H (-1.42, 1.13, 1.86)
O (-0.23, 0.80, 3.11)
H (0.15, 1.53, 3.61)
H (0.54, 0.16, 2.86)
O (-1.50, 0.93, -1.24)
H (-1.66, 0.99, -0.23)
H (-1.94, 1.72, -1.61)
O (2.08, -0.45, 2.28)
H (2.02, -0.57, 1.30)
H (2.34, -1.32, 2.63)

natural (NBO) atomic charge list, values in e, 5 entries: number 1, O, carries -1.01; number 2, H, carries 0.51; number 3, H, carries 0.47; number 4, O, carries -0.97; number 5, H, carries 0.47


No. 2
Here is C52H42GeN12O2PS2Se2Tl as an isolated structure from the Open Molecules 2025 dataset. Energies are from ωB97M-V/def2-TZVPD.

As for the net charge: -2. The calculation puts the gap between HOMO and LUMO at 5.57 eV. The HOMO energy comes out at -2.4 eV.

Atoms and positions in Å:
Tl (-0.06, -0.74, -0.73)
Se (0.19, -3.44, -1.95)
P (-0.47, -4.11, 0.06)
Se (-1.10, -1.11, 2.84)
C (1.02, -4.96, 0.77)
C (1.50, -4.50, 1.99)
C (2.60, -5.11, 2.59)
C (3.22, -6.19, 1.97)
C (2.74, -6.65, 0.75)
C (1.65, -6.03, 0.15)
C (-1.52, -5.61, -0.26)
C (-2.06, -5.93, -1.50)
C (-2.89, -7.04, -1.66)
C (-3.20, -7.84, -0.57)
C (-2.69, -7.52, 0.68)
C (-1.86, -6.42, 0.84)
H (1.03, -3.65, 2.46)
H (2.99, -4.73, 3.53)
H (4.08, -6.66, 2.43)
H (3.23, -7.48, 0.25)
H (1.29, -6.37, -0.82)
H (-1.81, -5.30, -2.35)
H (-3.29, -7.28, -2.64)
H (-3.83, -8.72, -0.69)
H (-2.92, -8.14, 1.54)
H (-1.46, -6.17, 1.82)
N (-3.24, -2.64, 0.78)
C (-3.45, -2.50, -0.55)
N (-4.05, -3.51, -1.19)
C (-4.20, -3.31, -2.49)
N (-4.78, -4.32, -3.21)
N (-3.85, -2.22, -3.18)
C (-3.28, -1.27, -2.43)
N (-3.06, -1.35, -1.13)
C (-2.82, -0.02, -3.12)
C (-3.15, 0.23, -4.44)
C (-2.73, 1.43, -5.01)
C (-1.99, 2.31, -4.25)
C (-1.69, 1.95, -2.93)
N (-2.10, 0.82, -2.38)
H (-3.32, -3.57, 1.13)
H (-2.53, -2.06, 1.20)
H (-4.77, -5.22, -2.76)
H (-4.61, -4.30, -4.20)
H (-3.71, -0.51, -5.00)
H (-2.97, 1.66, -6.04)
H (-1.60, 3.25, -4.63)
H (-1.08, 2.60, -2.33)
N (5.07, 5.44, 1.43)
C (4.32, 5.09, 0.30)
C (4.95, 4.65, -0.86)
C (4.20, 4.31, -1.99)
C (2.82, 4.42, -1.95)
C (2.19, 4.89, -0.80)
C (2.93, 5.23, 0.31)
S (1.82, 3.81, -3.27)
O (0.63, 4.63, -3.30)
O (2.66, 3.80, -4.45)
N (1.41, 2.38, -2.77)
C (2.14, 1.26, -2.98)
S (3.47, 1.08, -4.15)
C (3.68, -0.56, -3.64)
C (2.78, -0.87, -2.69)
N (1.92, 0.15, -2.31)
H (5.96, 4.97, 1.49)
H (4.56, 5.34, 2.30)
H (6.03, 4.54, -0.88)
H (4.68, 3.94, -2.88)
H (1.11, 4.95, -0.79)
H (2.44, 5.56, 1.22)
H (4.44, -1.19, -4.08)
H (2.70, -1.83, -2.20)
C (-1.60, 0.03, 1.56)
Ge (-1.13, 1.92, 1.83)
C (-2.00, 3.16, 0.60)
C (-1.34, 4.33, 0.22)
C (-1.95, 5.25, -0.62)
C (-3.24, 5.01, -1.09)
C (-3.91, 3.86, -0.70)
C (-3.29, 2.94, 0.13)
C (0.79, 2.19, 1.75)
C (1.40, 2.21, 0.50)
C (2.78, 2.31, 0.39)
C (3.56, 2.40, 1.54)
C (2.96, 2.40, 2.79)
C (1.58, 2.30, 2.90)
C (-1.84, 2.48, 3.57)
C (-1.58, 3.79, 3.99)
C (-2.11, 4.29, 5.17)
C (-2.93, 3.49, 5.96)
C (-3.21, 2.20, 5.55)
C (-2.68, 1.70, 4.37)
H (-2.45, -0.22, 0.94)
H (-0.33, 4.51, 0.57)
H (-1.41, 6.13, -0.94)
H (-3.71, 5.72, -1.76)
H (-4.91, 3.66, -1.08)
H (-3.82, 2.02, 0.40)
H (0.82, 2.18, -0.42)
H (3.25, 2.30, -0.59)
H (4.64, 2.44, 1.46)
H (3.57, 2.44, 3.68)
H (1.11, 2.27, 3.88)
H (-0.95, 4.43, 3.38)
H (-1.88, 5.31, 5.48)
H (-3.34, 3.88, 6.88)
H (-3.86, 1.57, 6.16)
H (-2.90, 0.68, 4.07)
N (1.81, -1.41, 1.06)
C (2.90, -1.62, 1.40)
C (4.21, -1.89, 1.85)
C (5.00, -2.88, 1.21)
N (5.66, -3.69, 0.72)
C (4.77, -1.20, 2.96)
N (5.25, -0.66, 3.86)

Löwdin atomic charge list, values in e, 5 entries: number 1, Tl, carries 0.60; number 2, Se, carries 0.15; number 3, P, carries 0.59; number 4, Se, carries 0.67; number 5, C, carries -0.45


No. 3
Here is C16H16BN6V as an isolated structure from the Open Molecules 2025 dataset. Energies are from ωB97M-V/def2-TZVPD.

As for the net charge: +1. The calculation puts the gap between HOMO and LUMO (alpha / beta) at 7.41 / 7.29 eV. The HOMO energy (alpha / beta) comes out at -11.2 / -11.2 eV. As for the expectation value of S²: 3.756. The multiplicity is 4.

Atoms and positions in Å:
V (0.23, 0.36, -0.01)
C (-0.46, -2.91, 3.32)
C (-1.20, -3.88, 2.69)
C (-1.55, -3.67, 1.37)
C (-1.14, -2.52, 0.70)
N (-0.40, -1.57, 1.31)
C (-0.10, -1.80, 2.59)
C (-1.54, -2.30, -0.71)
C (-2.32, -3.24, -1.37)
C (-2.72, -3.03, -2.67)
C (-2.33, -1.86, -3.29)
C (-1.55, -0.98, -2.57)
N (-1.14, -1.16, -1.30)
H (-0.16, -2.99, 4.35)
H (-1.52, -4.78, 3.20)
H (-2.14, -4.42, 0.86)
H (0.47, -1.05, 3.09)
H (-2.63, -4.15, -0.88)
H (-3.33, -3.76, -3.19)
H (-2.61, -1.62, -4.30)
H (-1.26, -0.07, -3.05)
B (1.95, 3.61, 0.02)
N (1.23, 3.04, -1.24)
C (1.24, 3.77, -2.34)
C (0.58, 3.10, -3.35)
C (0.19, 1.92, -2.75)
N (0.56, 1.86, -1.45)
N (1.92, 2.64, 1.25)
C (2.56, 3.03, 2.35)
C (2.45, 2.05, 3.31)
C (1.71, 1.07, 2.69)
N (1.37, 1.41, 1.43)
H (3.11, 3.79, -0.27)
H (1.39, 4.64, 0.34)
H (1.73, 4.73, -2.34)
H (0.42, 3.40, -4.37)
H (-0.34, 1.15, -3.24)
H (3.05, 3.99, 2.37)
H (2.85, 2.04, 4.31)
H (1.44, 0.14, 3.13)

natural (NBO) atomic charge list, values in e, 5 entries: number 1, V, carries 1.50; number 2, C, carries -0.23; number 3, C, carries -0.12; number 4, C, carries -0.21; number 5, C, carries 0.17


No. 4
Here is C2H2P2S as an isolated structure from the Open Molecules 2025 dataset. Energies are from ωB97M-V/def2-TZVPD.

As for the net charge: 0. The calculation puts the gap between HOMO and LUMO (alpha / beta) at 6.98 / 6.21 eV. The HOMO energy (alpha / beta) comes out at -8.5 / -8.2 eV.

Atoms and positions in Å:
C (-1.09, -0.77, -1.62)
C (-0.40, 0.54, 1.01)
P (2.26, 0.13, 0.39)
P (0.00, -0.41, -0.35)
S (0.99, 1.34, 1.48)
H (-0.39, -1.30, -2.24)
H (-1.37, 0.47, 1.32)

natural (NBO) atomic charge list, values in e, 5 entries: number 1, C, carries -0.58; number 2, C, carries -0.85; number 3, P, carries 0.04; number 4, P, carries 0.72; number 5, S, carries 0.26


No. 5
Here is the molecule C2H4N2S3 from the Open Molecules 2025 dataset. Energies are from ωB97M-V/def2-TZVPD.

As for the net charge: 0. The calculation puts the gap between HOMO and LUMO at 8.78 eV. The HOMO energy comes out at -8.3 eV. As for the SMILES: SC1(S)NN=CS1.

Atoms and positions in Å:
S (1.68, -1.53, 0.69)
C (0.45, -0.24, -0.37)
S (1.40, 0.42, -1.67)
N (0.07, 0.77, 0.55)
N (-1.10, 0.76, 1.07)
C (-1.87, -0.11, 0.65)
S (-1.12, -1.18, -0.70)
H (2.23, -0.40, 1.06)
H (0.61, 0.01, -2.70)
H (0.58, 1.60, 0.42)
H (-2.93, -0.11, 1.00)

natural (NBO) atomic charge list, values in e, 5 entries: number 1, S, carries -0.13; number 2, C, carries -0.23; number 3, S, carries 0.04; number 4, N, carries -0.47; number 5, N, carries -0.21